(1)
Computed, not measured: a structure of composition C22H47BNO5S2, with ωB97M-V/def2-TZVPD.

Electronic energy = -2118.73252 a.u.
Charge = -1
HOMO-LUMO gap = 8.04 eV

The geometry in XYZ format:
```
78
C22H47BNO5S2, DFT ωB97M-V/def2-TZVPD
S -5.390 -2.828 1.797
S -4.122 -3.841 -0.516
O -6.760 -2.798 2.257
O -2.675 -2.345 -2.338
O -4.478 -4.904 -1.448
O -2.873 -3.977 0.215
O -4.382 -3.296 2.719
N -5.397 -3.557 0.388
C 2.714 1.858 -1.626
C -5.131 -1.555 -2.210
C 5.514 -0.413 -1.289
C -4.786 -0.405 -3.159
C 3.141 -3.564 1.581
C 4.467 0.081 -2.292
C 2.620 2.100 2.214
C -3.475 -0.850 1.332
C 3.326 1.890 0.871
C 1.650 3.293 2.228
C 4.117 1.576 -2.171
C -0.535 3.818 0.907
C 5.503 -1.926 -1.077
C 2.421 1.314 -0.229
C -1.415 3.058 -0.096
C -2.880 2.897 0.328
C 4.442 -3.177 0.889
C -3.123 1.678 1.221
C 0.176 2.930 1.947
C -3.163 0.362 0.449
C -4.975 -1.105 1.495
C 4.209 -2.458 -0.436
B -3.924 -2.440 -1.761
H 3.732 2.852 0.535
H -3.202 3.805 0.849
H 5.695 -2.423 -2.033
H 2.530 -4.204 0.942
H 1.718 3.794 3.197
H 5.047 -4.072 0.707
H 4.871 2.085 -1.559
H -3.505 2.803 -0.565
H 1.986 1.447 -2.333
H -4.605 -0.769 -4.172
H 1.378 1.531 0.008
H -2.340 1.618 1.986
H -5.694 -1.209 -1.340
H -1.366 3.552 -1.070
H 5.380 0.089 -0.325
H 0.116 1.889 1.621
H 3.706 -3.149 -1.118
H 5.033 -2.533 1.549
H 6.345 -2.191 -0.429
H -1.156 4.557 1.423
H 3.511 -1.634 -0.265
H -5.594 0.328 -3.208
H 6.502 -0.119 -1.658
H -3.055 -0.691 2.328
H 2.550 -2.679 1.827
H 0.219 4.388 0.356
H -3.884 0.125 -2.844
H 2.067 1.189 2.472
H 4.855 -0.112 -3.297
H -2.981 -1.749 0.957
H -3.930 0.455 -0.330
H -0.986 2.060 -0.242
H -4.072 1.791 1.754
H 3.327 -4.105 2.511
H -0.374 2.973 2.891
H 2.549 2.942 -1.611
H 3.377 2.227 2.992
H -5.545 -0.771 0.627
H -5.815 -2.262 -2.700
H 3.556 -0.520 -2.208
H 4.176 2.038 -3.160
H 1.989 4.028 1.490
H -2.211 0.211 -0.073
H 2.501 0.224 -0.239
H -2.015 -1.867 -1.828
H -5.388 -0.592 2.366
H 4.183 1.231 1.027
```

***

(2)
Computed, not measured: an isolated molecule of C3H3NO2 in a non-equilibrium geometry, with ωB97M-V/def2-TZVPD.

Electronic energy = -321.31424 a.u.
Structure (SMILES) = N#C[C@H](O)C=O
HOMO-LUMO gap = 11.47 eV

The geometry in XYZ format:
```
9
C3H3NO2, DFT ωB97M-V/def2-TZVPD
O -0.080 1.749 -1.083
O 0.841 -0.748 -1.056
N 0.200 -0.941 2.292
C -0.708 0.976 -0.410
C -0.269 -0.491 -0.277
C -0.010 -0.766 1.170
H -1.117 -1.103 -0.589
H 1.165 0.113 -1.383
H -1.612 1.264 0.136
```

***

(3)
Computed, not measured: a structure of composition C45H38KN10O4 in a non-equilibrium geometry, with ωB97M-V/def2-TZVPD.

Electronic energy = -3185.85543 a.u.
Charge = -1
HOMO-LUMO gap (alpha / beta) = 3.33 / 3.07 eV

The geometry in XYZ format:
```
98
C45H38KN10O4, DFT ωB97M-V/def2-TZVPD
K -0.474 0.440 -0.271
O 1.669 1.814 -1.787
O -0.965 -1.511 1.402
O 3.065 -2.118 -3.786
O -3.774 -1.052 -4.212
N -3.016 -0.371 -2.218
N -5.316 3.261 1.321
N -0.512 3.351 0.888
N -2.766 1.873 2.259
N -0.409 -1.628 -3.073
N -1.748 5.207 1.289
N 3.331 2.186 2.033
N 1.126 -0.001 3.145
N 2.242 -1.811 -1.629
N 0.211 4.503 0.702
C 4.299 -2.129 -0.366
C -3.653 1.025 2.480
C 0.221 -0.626 3.751
C 5.388 3.513 -1.362
C 0.696 -3.211 -4.505
C 1.525 1.336 3.483
C 3.378 2.717 -0.277
C -2.830 3.008 1.565
C 4.626 3.335 -0.210
C -5.790 1.888 1.636
C 2.781 2.361 -1.570
C -0.667 -2.410 2.234
C -1.692 3.817 1.307
C 6.021 -3.440 0.666
C 4.884 3.209 -2.635
C -1.024 -3.794 2.102
C -0.464 -4.761 2.885
C -4.367 0.518 0.136
C 0.671 -2.275 -3.435
C -1.561 -1.821 -3.676
C 3.609 2.708 -2.738
C -0.504 -3.466 -5.166
C 0.162 -4.380 4.075
C -4.089 3.665 1.258
C 2.708 2.329 0.949
C -5.087 0.239 -1.008
C 3.586 -2.098 0.815
C 5.520 -2.842 -0.438
C -0.559 5.582 0.898
C -7.352 0.996 -0.208
C -4.346 0.197 -2.332
C -1.608 -2.693 -4.797
C -7.000 1.941 0.773
C 2.994 1.535 3.236
C 2.004 -2.029 -2.859
C -6.515 0.236 -1.029
C -0.070 -2.050 3.501
C 5.340 -3.304 1.861
C 3.722 -1.494 -1.584
C -2.820 -1.071 -3.257
C -4.842 0.728 1.552
C 4.117 -2.652 1.930
C 4.256 -1.839 -3.000
C 0.319 -3.038 4.376
C -5.001 -0.397 -3.597
H 1.245 4.495 0.421
H 1.606 -3.648 -4.866
H 3.476 2.128 4.077
H 3.149 2.554 -3.734
H 3.542 -2.671 2.841
H 5.738 -3.747 2.740
H -3.711 0.533 3.444
H 0.491 -5.089 4.796
H 3.559 0.572 3.204
H -3.287 0.361 -0.029
H 0.907 2.026 2.883
H 0.830 -2.805 5.291
H -0.276 6.590 0.652
H 6.957 -4.013 0.653
H -2.537 -2.744 -5.337
H 4.957 3.693 0.785
H 2.652 -1.569 0.903
H -3.984 4.755 1.024
H 1.643 2.070 0.823
H -0.520 -4.254 -5.970
H 6.408 3.921 -1.208
H -0.503 -0.090 4.426
H -5.277 0.363 -4.313
H -7.676 2.736 0.957
H 4.905 -2.708 -3.071
H 6.169 -2.881 -1.305
H -1.743 -4.117 1.316
H -0.473 -5.834 2.621
H 3.785 -0.407 -1.491
H -8.434 0.845 -0.336
H -5.849 -1.059 -3.404
H 1.218 1.615 4.473
H 4.802 -1.004 -3.430
H -7.083 -0.363 -1.733
H -5.298 -0.273 1.900
H 5.426 3.515 -3.547
H -4.244 1.242 -2.599
H -6.219 2.053 2.657
```

***

(4)
Computed, not measured: a structure of composition C15H23N2O5PdSSeSi, with ωB97M-V/def2-TZVPD.

Electronic energy = -4288.29239 a.u.
Charge = -1
Multiplicity = 3
HOMO-LUMO gap (alpha / beta) = 7.03 / 6.94 eV

The geometry in XYZ format:
```
49
C15H23N2O5PdSSeSi, DFT ωB97M-V/def2-TZVPD
Pd 0.527 -0.282 -0.313
Se -0.356 -1.595 -2.278
S 2.868 -0.168 -1.187
Si -0.257 -3.548 -1.181
O 1.037 2.356 2.779
O 1.079 0.357 1.799
O -0.540 3.826 -0.474
O 0.302 1.795 -0.784
O -1.615 -0.290 0.659
N 3.056 1.863 0.644
N 3.156 2.531 -1.402
C -1.695 0.069 2.053
C -0.822 -3.416 0.611
C -0.517 2.622 -0.236
C -2.338 0.851 0.150
C 2.993 2.507 -2.840
C -3.211 0.177 2.260
C 3.129 3.660 -0.601
C 3.058 3.237 0.677
C -1.359 -4.810 -2.042
C -3.678 0.700 0.875
C -1.570 2.055 0.728
C 1.493 -4.236 -1.161
C 3.068 1.433 -0.627
C -1.049 1.457 2.082
C 0.477 1.402 2.236
H 2.169 -3.528 -0.674
H -1.282 -5.793 -1.568
H -2.403 -4.492 -2.016
H 1.856 -4.386 -2.180
H -1.066 -4.908 -3.089
H -1.182 -0.685 2.644
H -4.223 1.642 0.931
H -1.819 -2.977 0.673
H -0.834 -4.402 1.088
H 2.677 1.268 1.392
H -1.416 2.057 2.914
H 2.925 3.533 -3.193
H -4.301 -0.034 0.366
H 2.076 1.971 -3.079
H -3.640 -0.801 2.480
H 3.119 4.650 -1.019
H -0.145 -2.774 1.182
H -3.458 0.852 3.079
H 3.834 2.004 -3.315
H -2.365 0.788 -0.935
H 1.546 -5.190 -0.628
H -2.252 2.880 0.925
H 2.946 3.775 1.599
```

***

(5)
Computed, not measured: an isolated molecule of C6H8N2S in a non-equilibrium geometry, with ωB97M-V/def2-TZVPD.

Electronic energy = -740.98036 a.u.
HOMO-LUMO gap (alpha / beta) = 7.58 / 7.59 eV

The geometry in XYZ format:
```
17
C6H8N2S, DFT ωB97M-V/def2-TZVPD
S 1.109 -2.859 -0.448
N -0.229 0.615 1.404
N 0.559 -1.130 1.675
C -0.629 -1.025 -0.325
C 0.804 1.317 0.926
C 0.097 -2.585 -1.830
C -1.173 0.164 0.382
C 0.366 -1.606 0.457
C -0.772 -1.579 -1.592
H 0.396 2.379 0.610
H -0.058 -3.271 -2.621
H 1.459 -0.991 2.148
H -2.077 -0.030 0.897
H 1.536 1.502 1.744
H -1.552 0.993 -0.379
H 1.205 1.017 0.008
H -1.424 -1.408 -2.405
```

***

(6)
Computed, not measured: a cluster of 2 separate species, C4H14N3O in total in a non-equilibrium geometry, with ωB97M-V/def2-TZVPD.

Electronic energy = -400.04999 a.u.
Charge = +1
HOMO-LUMO gap = 8.36 eV

The geometry in XYZ format:
```
22
C4H14N3O, DFT ωB97M-V/def2-TZVPD
O 3.131 0.759 1.793
N -0.638 0.386 -1.830
N 0.435 0.008 2.145
N -2.427 0.790 -3.245
C -0.817 -0.084 1.291
C -1.564 -0.005 -2.822
C -0.603 -1.049 0.190
C 0.149 -0.561 -1.061
H -2.437 1.787 -3.073
H -0.078 -1.957 0.570
H 0.450 -1.361 -1.735
H -1.418 -1.087 -2.965
H -1.536 -1.507 -0.177
H -0.635 1.357 -1.549
H 3.757 0.585 1.071
H 1.282 0.277 1.618
H 3.545 1.431 2.333
H 0.288 0.729 2.848
H -1.062 0.922 0.921
H -1.615 -0.412 1.963
H 0.656 -0.897 2.558
H 1.137 -0.112 -0.844
```

***

(7)
Computed, not measured: a cluster of 11 separate species, C19H60N14O11 in total in a non-equilibrium geometry, with ωB97M-V/def2-TZVPD.

Electronic energy = -2354.24400 a.u.
Charge = -1
Multiplicity = 2
HOMO-LUMO gap (alpha / beta) = 1.92 / 9.04 eV

The geometry in XYZ format:
```
104
C19H60N14O11, DFT ωB97M-V/def2-TZVPD
O 3.429 -3.004 -0.088
O -4.277 2.064 2.706
O 0.602 -4.278 5.613
O 6.072 1.476 2.029
O -0.112 -1.877 1.386
O 1.777 1.823 -1.402
O -1.665 3.713 -1.091
O -1.698 -0.096 -3.537
O 4.676 -2.342 -2.348
O -4.093 0.167 -0.661
O -1.498 -0.787 4.518
N 3.177 -1.930 1.791
N 0.968 3.530 -2.439
N 7.095 1.345 0.117
N 2.897 3.011 -2.991
N 0.800 -2.959 3.847
N -5.639 0.470 0.811
N 5.210 -2.349 1.080
N 5.042 1.002 0.052
N -2.153 1.529 2.862
N -3.709 0.295 3.769
N -6.083 -0.936 -0.834
N 1.002 -0.575 -0.001
N -1.082 -0.074 0.314
N -0.596 -4.642 3.814
C -0.124 -0.888 0.648
C -0.613 -1.014 6.653
C 0.007 0.084 -5.222
C 1.893 2.738 -2.207
C -5.176 -0.096 -0.268
C -1.442 -0.191 -4.962
C 6.078 1.206 0.856
C 3.911 -2.477 0.846
C -2.345 0.679 -5.888
C 0.253 -3.965 4.498
C 3.885 -1.259 -2.927
C -2.965 -1.382 6.197
C -2.706 2.977 -1.676
C 4.449 -1.367 -4.336
C -2.608 3.242 -3.212
C 2.359 -1.525 -2.852
C -4.031 3.488 -1.077
C -3.422 1.343 3.091
C -1.628 -1.545 5.697
H -3.268 -0.340 6.298
H -3.024 -1.718 7.233
H 1.302 4.306 -2.992
H -2.244 0.379 -6.931
H -3.875 4.554 -0.917
H 5.531 -1.247 -4.369
H -0.716 -1.458 7.643
H -2.262 4.275 -3.252
H -1.723 -2.629 5.635
H 4.127 -2.287 -4.825
H -1.775 2.638 -3.572
H 6.971 1.235 -0.879
H 3.895 -0.587 -4.859
H -2.925 -0.285 4.032
H -0.987 0.655 -0.378
H 5.546 -1.884 1.912
H -1.918 2.135 2.089
H -1.098 -5.351 4.329
H -4.653 0.202 4.117
H -2.098 4.565 -1.005
H -2.065 1.732 -5.849
H 4.057 0.926 0.260
H 3.738 2.559 -2.662
H -0.808 -1.273 4.060
H -1.651 -1.239 -5.174
H -0.759 -4.440 2.838
H 4.402 -2.520 -1.446
H -4.333 3.161 -0.082
H -0.742 0.060 6.781
H 0.285 1.014 -4.725
H -5.184 1.279 1.209
H -3.696 -1.724 5.464
H 5.760 -3.131 0.753
H 5.310 1.210 -0.900
H -2.019 -0.356 0.566
H 0.382 -1.085 6.214
H 2.236 -2.288 1.709
H 2.918 3.811 -3.607
H -5.702 -1.446 -1.618
H -1.212 0.686 -3.265
H -1.416 0.935 3.214
H -7.035 -1.010 -0.506
H 1.694 -2.543 4.068
H -3.498 3.285 -3.840
H -2.706 1.957 -1.293
H 2.012 -1.923 -1.899
H 2.144 -2.169 -3.705
H -3.397 0.497 -5.668
H 1.854 -1.071 0.218
H 1.788 -0.601 -2.943
H -4.858 3.111 -1.679
H 0.116 3.385 -1.917
H 3.573 -1.431 2.575
H 4.346 -0.389 -2.459
H 1.222 0.339 -0.371
H 0.230 0.226 -6.280
H 0.597 -0.759 -4.864
H 0.369 -2.713 2.967
H 7.967 1.730 0.451
H -6.643 0.429 0.918
```

***

(8)
Computed, not measured: the ion C6H14NS2 with charge +1 in a non-equilibrium geometry, with ωB97M-V/def2-TZVPD.

Electronic energy = -1087.66382 a.u.
Charge = +1
Multiplicity = 3
HOMO-LUMO gap (alpha / beta) = 4.57 / 6.72 eV

The geometry in XYZ format:
```
23
C6H14NS2, DFT ωB97M-V/def2-TZVPD
S -2.549 -0.348 -1.137
S -2.485 -1.454 0.468
N 0.313 -1.182 1.274
C 1.423 0.958 -1.297
C -0.499 1.940 -0.244
C 0.873 -1.592 2.567
C 0.141 0.552 -0.461
C 0.630 -0.033 0.859
C -0.648 -0.301 -1.462
H 1.262 0.702 1.463
H 1.105 -0.715 3.196
H 0.963 1.280 -2.295
H -0.714 2.083 0.733
H 1.749 -2.282 2.297
H -2.851 -1.370 -2.074
H -0.739 0.163 -2.424
H -1.474 2.168 -0.879
H 0.172 -2.225 3.036
H 2.112 0.124 -1.445
H -0.368 -1.334 -1.601
H 1.898 1.905 -0.856
H 0.267 2.696 -0.526
H -0.579 -1.737 0.806
```